Run w
# C8H16N2

The molecule C8H16N2 (ωB97M-V with the def2-TZVPD basis set, the OMol25 dataset).

Values from the calculation:
- E_HOMO (eV) = -7.5
- SMILES = CC1=C(C)N(C(C)C)NC1
- spin multiplicity = 1
- LUMO energy (eV) = 0.986
- HOMO-LUMO gap (eV) = 8.525

Last column: Löwdin charge in e.
Cartesian coordinates (Å):
C (-2.544, -0.191, -2.030)  -0.03
C (-1.385, -0.568, -1.078)  -0.24
C (-0.775, 0.368, -0.403)  -0.23
C (-0.985, 1.789, -0.207)  -0.05
N (0.198, -0.266, 0.663)  -0.05
C (1.542, 0.310, 0.576)  -0.41
C (2.589, -0.682, 0.501)  -0.10
C (1.639, 1.201, 1.932)  -0.01
N (0.179, -1.691, 0.298)  -0.04
C (-0.960, -1.923, -0.618)  -0.16
H (-3.463, -0.894, -1.961)  0.10
H (-2.269, -0.098, -3.043)  0.04
H (-2.853, 0.871, -1.765)  0.08
H (-1.291, 1.963, 0.876)  0.12
H (-1.777, 2.128, -0.793)  0.03
H (-0.070, 2.432, -0.470)  0.12
H (1.582, 0.912, -0.243)  0.09
H (2.705, -1.145, 1.430)  0.06
H (2.502, -1.541, -0.194)  0.08
H (3.503, -0.102, 0.219)  0.10
H (1.668, 0.744, 2.821)  0.02
H (0.675, 1.663, 1.870)  0.03
H (2.337, 2.041, 1.935)  0.08
H (-0.049, -2.342, 1.052)  0.11
H (-1.996, -2.297, -0.046)  0.16
H (-0.702, -2.684, -1.321)  0.09



Run x
# C8H16N2

A cluster of 2 separate species, C8H16N2 in total (ωB97M-V with the def2-TZVPD basis set, the OMol25 dataset).

Values from the calculation:
- E_HOMO (eV) = -8.6
- SMILES = CCc1c[nH]cn1.CCC
- spin multiplicity = 1
- LUMO energy (eV) = 0.830
- HOMO-LUMO gap (eV) = 9.440

Last column: Löwdin charge in e.
Cartesian coordinates (Å):
C (0.618, 2.903, 0.117)  -0.13
C (-0.047, 2.782, -1.274)  -0.22
C (-0.900, 1.571, -1.459)  -0.31
C (-1.656, 1.136, -2.528)  -0.04
N (-2.150, -0.092, -2.079)  0.03
C (-1.616, -0.366, -0.863)  -0.20
N (-0.858, 0.631, -0.469)  0.10
H (1.071, 3.908, 0.042)  0.07
H (1.240, 2.082, 0.467)  0.06
H (-0.219, 2.963, 0.843)  0.07
H (-0.549, 3.706, -1.584)  0.11
H (0.908, 2.777, -1.853)  0.11
H (-1.960, 1.611, -3.445)  0.11
H (-2.489, -0.721, -2.796)  0.14
H (-1.847, -1.312, -0.409)  0.11
C (0.268, -1.256, 2.131)  -0.14
C (1.183, -2.483, 2.090)  -0.30
C (1.444, -2.861, 0.635)  -0.12
H (-0.435, -1.239, 1.309)  0.02
H (0.751, -0.285, 1.933)  0.06
H (-0.171, -1.023, 3.098)  0.07
H (2.084, -2.239, 2.665)  0.10
H (0.706, -3.222, 2.729)  0.09
H (2.361, -2.450, 0.208)  0.07
H (1.650, -3.934, 0.499)  0.07
H (0.615, -2.589, -0.010)  0.05



Run y
# C8H16N2

The molecule C8H16N2 (ωB97M-V with the def2-TZVPD basis set, the OMol25 dataset).

Values from the calculation:
- E_HOMO (eV) = -8.0
- SMILES = C=C(CC)/C(C)=N\N(C)C
- spin multiplicity = 1
- LUMO energy (eV) = 0.868
- HOMO-LUMO gap (eV) = 8.823

Last column: Löwdin charge in e.
Cartesian coordinates (Å):
C (-1.726, -1.006, -1.366)  0.07
C (-0.846, -0.123, -0.768)  -0.31
C (-1.267, 1.286, -0.656)  -0.28
C (-0.822, 1.949, -1.934)  -0.11
C (0.603, -0.374, -0.564)  -0.34
C (1.383, -0.761, -1.815)  -0.04
N (1.279, -0.310, 0.529)  0.08
N (0.717, -0.063, 1.775)  -0.28
C (1.737, -0.025, 2.753)  -0.16
C (-0.283, -1.090, 2.224)  -0.05
H (-1.441, -1.984, -1.525)  0.04
H (-2.760, -0.799, -1.468)  0.05
H (-2.423, 1.256, -0.546)  0.14
H (-0.937, 1.897, 0.205)  0.12
H (-1.116, 3.041, -1.819)  0.08
H (-1.430, 1.477, -2.803)  0.11
H (0.344, 1.866, -2.068)  0.10
H (1.854, 0.222, -2.049)  0.07
H (0.544, -1.086, -2.637)  0.13
H (2.204, -1.485, -1.560)  0.08
H (2.739, 0.529, 2.415)  0.12
H (1.295, 0.471, 3.705)  0.10
H (2.062, -1.067, 2.988)  0.07
H (-0.131, -1.958, 1.680)  0.06
H (-0.258, -1.017, 3.319)  0.08
H (-1.322, -0.844, 1.982)  0.07



It comes down to run x, which is 61.5 kcal/mol more stable than the next structure.



Run w
# C11H11N

A cluster of 2 separate species, C11H11N in total (ωB97M-V with the def2-TZVPD basis set, the OMol25 dataset).

Values from the calculation:
- E_HOMO (eV) = -8.9
- SMILES = c1ccccc1.c1ccncc1
- spin multiplicity = 1
- LUMO energy (eV) = 0.704
- HOMO-LUMO gap (eV) = 9.595

Last column: Löwdin charge in e.
Cartesian coordinates (Å):
C (-2.287, 2.607, -0.147)  -0.13
C (-1.466, 2.958, 0.871)  -0.09
C (-0.417, 2.063, 1.225)  -0.03
C (-0.315, 0.854, 0.561)  -0.18
C (-1.103, 0.603, -0.538)  -0.06
C (-2.118, 1.468, -0.894)  -0.07
H (-3.193, 3.235, -0.341)  0.12
H (-1.591, 3.822, 1.473)  0.09
H (0.264, 2.142, 2.135)  0.13
H (0.340, 0.142, 0.884)  -0.08
H (-0.926, -0.270, -1.066)  0.08
H (-2.706, 1.256, -1.774)  0.10
C (0.060, -2.487, -0.264)  -0.06
C (0.217, -1.450, 0.690)  -0.07
C (1.546, -0.744, 0.707)  -0.15
N (2.473, -0.915, -0.223)  0.08
C (2.343, -2.023, -1.037)  -0.10
C (1.210, -2.862, -0.984)  -0.07
H (-0.869, -3.046, -0.281)  0.11
H (-0.559, -0.929, 1.290)  0.13
H (1.690, 0.139, 1.308)  0.11
H (3.099, -2.248, -1.667)  0.06
H (1.123, -3.758, -1.531)  0.08



Run x
# C11H11N

A cluster of 2 separate species, C11H11N in total (ωB97M-V with the def2-TZVPD basis set, the OMol25 dataset).

Values from the calculation:
- E_HOMO (eV) = -9.0
- SMILES = c1ccccc1.c1ccncc1
- spin multiplicity = 1
- LUMO energy (eV) = 0.686
- HOMO-LUMO gap (eV) = 9.640

Last column: Löwdin charge in e.
Cartesian coordinates (Å):
C (1.405, 1.047, -0.829)  -0.11
C (0.777, -0.188, -0.891)  -0.15
C (1.265, -1.330, -0.246)  -0.06
C (2.572, -1.102, 0.423)  -0.09
C (3.239, 0.069, 0.366)  -0.13
C (2.736, 1.227, -0.343)  -0.03
H (0.930, 1.977, -1.024)  0.09
H (-0.184, -0.005, -1.465)  0.13
H (0.674, -2.172, -0.171)  0.04
H (2.908, -1.851, 1.244)  0.13
H (4.246, 0.109, 0.674)  0.08
H (3.131, 2.181, -0.626)  0.09
C (-1.115, 0.138, 0.831)  -0.13
C (-1.979, 1.254, 0.668)  -0.06
C (-3.254, 0.949, 0.137)  -0.12
N (-3.445, -0.229, -0.500)  0.03
C (-2.661, -1.159, -0.446)  -0.23
C (-1.476, -1.012, 0.237)  -0.15
H (-0.322, 0.278, 1.742)  0.18
H (-1.657, 2.163, 1.142)  0.09
H (-4.031, 1.824, -0.307)  0.16
H (-2.945, -2.198, -0.763)  0.13
H (-0.814, -1.971, 0.146)  0.11



It comes down to run w, which is 1.5 kcal/mol more stable than the next structure.



Run w
# C4H8O2S

A structure of composition C4H8O2S (ωB97M-V with the def2-TZVPD basis set, the OMol25 dataset).

Values from the calculation:
- E_HOMO (eV) = -8.7
- spin multiplicity = 1
- LUMO energy (eV) = 0.549
- HOMO-LUMO gap (eV) = 9.292

Last column: Löwdin charge in e.
Cartesian coordinates (Å):
C (-1.811, -0.924, -0.435)  -0.10
C (0.619, -1.043, -0.228)  -0.86
C (0.597, 0.474, -0.464)  -0.56
C (0.563, 1.052, 0.959)  -0.07
H (-1.916, 0.275, -0.210)  0.12
H (-2.546, -1.496, 0.520)  0.18
H (-1.998, -1.346, -1.594)  0.16
H (-0.513, 0.724, -0.892)  0.15
H (-0.283, 0.715, 1.610)  0.10
H (0.484, 2.076, 0.966)  0.04
H (1.479, 1.059, 1.621)  0.11
H (2.397, 0.932, -0.409)  0.25
O (-0.570, -1.544, -0.146)  -0.19
O (1.547, 0.992, -1.276)  -0.06
S (1.952, -1.945, -0.024)  0.75



Run x
# C4H8O2S

The molecule C4H8O2S (ωB97M-V with the def2-TZVPD basis set, the OMol25 dataset).

Values from the calculation:
- E_HOMO (eV) = -9.2
- spin multiplicity = 1
- LUMO energy (eV) = 0.354
- HOMO-LUMO gap (eV) = 9.520

Last column: Löwdin charge in e.
Cartesian coordinates (Å):
C (0.831, 0.622, -0.200)  -0.42
C (-0.239, -0.315, 0.247)  -0.51
C (-0.459, 1.769, -2.249)  -0.46
C (-0.002, -0.801, 1.702)  -0.03
O (-1.485, 0.369, 0.219)  -0.09
O (-0.595, 1.983, -3.536)  -0.13
S (0.887, 0.761, -2.027)  0.95
H (0.686, 1.615, 0.102)  0.08
H (1.809, 0.344, -0.004)  0.05
H (-0.330, -1.181, -0.505)  0.15
H (-1.583, 0.781, -0.706)  0.06
H (1.037, -1.115, 1.619)  0.07
H (-0.701, -1.528, 1.952)  0.06
H (0.148, -0.066, 2.491)  0.09
H (-0.041, 1.419, -4.202)  0.13



It comes down to run x, which is 37.2 kcal/mol more stable than the next structure.



Run w
# C4H8O2S

The molecule C4H8O2S (ωB97M-V with the def2-TZVPD basis set, the OMol25 dataset).

Values from the calculation:
- E_HOMO (eV) = -9.0
- spin multiplicity = 1
- LUMO energy (eV) = 0.818
- HOMO-LUMO gap (eV) = 9.782

Last column: Löwdin charge in e.
Cartesian coordinates (Å):
C (0.839, -1.113, -0.585)  0.01
C (0.104, -0.391, 0.294)  -0.50
C (1.735, 0.622, 1.554)  -0.08
C (-1.794, 0.352, -1.455)  -0.21
O (-2.551, -0.086, 1.106)  -0.53
O (0.382, 0.515, 1.211)  -0.10
S (-1.768, -0.755, 0.067)  0.95
H (0.308, -1.623, -1.353)  0.05
H (1.846, -1.159, -0.426)  0.02
H (2.399, 1.267, 0.829)  0.13
H (2.146, -0.373, 1.331)  0.07
H (1.908, 0.983, 2.612)  0.11
H (-2.772, 0.504, -1.819)  0.03
H (-1.148, -0.106, -2.133)  0.01
H (-1.633, 1.362, -1.233)  0.04



Run x
# C4H8O2S

The molecule C4H8O2S (ωB97M-V with the def2-TZVPD basis set, the OMol25 dataset).

Values from the calculation:
- E_HOMO (eV) = -9.1
- SMILES = COCSCC=O
- spin multiplicity = 1
- LUMO energy (eV) = 0.710
- HOMO-LUMO gap (eV) = 9.831

Last column: Löwdin charge in e.
Cartesian coordinates (Å):
C (1.291, -1.331, -1.174)  -0.09
O (-0.096, -1.300, -1.533)  -0.25
C (-0.970, -0.472, -0.913)  -0.56
S (-1.376, -0.782, 0.811)  0.91
C (-0.299, 0.435, 1.569)  -0.46
C (-0.454, 1.870, 1.184)  -0.32
O (-1.064, 2.277, 0.249)  0.06
H (1.831, -0.383, -1.553)  0.11
H (1.661, -2.185, -1.782)  0.09
H (1.432, -1.377, -0.016)  0.10
H (-0.522, 0.486, -0.918)  0.05
H (-1.878, -0.353, -1.592)  0.13
H (0.686, 0.157, 1.248)  0.06
H (-0.379, 0.396, 2.628)  0.07
H (0.136, 2.561, 1.792)  0.12



It comes down to run x, which is 34.2 kcal/mol more stable than the next structure.